Entry from the Open Molecules 2025 dataset: a molecular structure, C42H61BClN9O6PSn in a non-equilibrium geometry (the ωB97M-V functional and the def2-TZVPD basis).

Computed properties:
ΔE to the lowest compared entry with this formula, charge and spin = 0.0 kcal/mol
molecular weight = 983.96 g mol⁻¹
calculated total energy = -98561.09547 eV
expectation value of S² = 0.7587
spin multiplicity = 2
LUMO (spin up / spin down) = 0.5 / -0.4 eV
E_HOMO (spin up / spin down) = -7.842 / -8.474 eV

The geometry in XYZ format:
```
122
Properties=species:S:1:pos:R:3:forces:R:3:mulliken_spin:R:1
Sn 8.474427 -0.403611 23.777289 -0.1729 0.3672 0.3708 -0.010
C 5.296228 0.390211 25.780268 -0.6354 0.7169 1.8187 -0.005
C 5.482078 -0.924914 25.164169 -0.4964 -2.2267 -1.2124 0.003
C 4.619779 -2.065568 25.333679 2.4563 1.4579 -0.9231 0.000
C 5.200906 -3.037694 24.543717 -0.8242 -1.3573 0.2827 0.000
N 6.266939 -2.563720 23.889396 -0.5525 0.5171 0.5229 0.001
N 6.422965 -1.239680 24.241026 0.0619 -0.2715 0.7371 0.001
B 7.255833 -3.326248 22.947687 0.0505 0.9316 -1.1895 0.000
N 8.595462 -3.581968 23.660560 0.5646 -0.4239 0.6193 -0.001
C 9.377716 -4.651979 23.865290 0.0018 0.5659 0.0600 0.000
C 10.516156 -4.285844 24.566815 -1.2000 -0.5033 -1.0286 0.000
C 10.337727 -2.903534 24.771837 1.3540 -1.4407 1.1815 0.000
C 11.293362 -2.139523 25.640279 0.2093 0.4266 -1.5304 0.000
N 9.209014 -2.519725 24.233349 -1.0068 1.1147 -0.1624 -0.001
N 7.635633 -2.263986 21.817552 -0.9818 -0.6952 -0.8388 -0.002
C 6.627795 -1.720170 21.030131 2.0978 0.4710 -0.4739 0.001
C 7.221255 -1.424317 19.797436 -3.0620 0.2471 0.7344 -0.005
C 8.518556 -1.852355 19.885108 1.1114 -0.7439 -0.4480 0.000
C 9.567936 -1.755897 18.826973 0.3029 0.4223 0.6012 0.000
N 8.778694 -2.437745 21.034416 -0.2513 0.4322 1.3218 0.000
N 6.575900 -4.536938 22.284771 1.1539 0.5103 1.7871 0.000
C 6.569759 -4.890641 20.993524 -0.7009 -1.8277 0.8619 0.000
C 6.057426 -6.170198 20.972362 -0.6730 -0.5756 -2.2396 0.000
C 5.769775 -6.507557 22.304044 -0.1122 -1.6376 -1.1091 0.000
C 5.234656 -7.846583 22.718372 -0.1073 -1.0922 -0.5388 0.000
N 6.150064 -5.560335 23.081389 0.0926 1.7874 1.6890 0.000
H 5.097541 1.138178 25.034953 -0.0328 0.3366 -0.3429 0.002
H 6.142215 0.721930 26.419924 -0.3703 -0.3200 -0.6148 0.001
H 4.390890 0.376162 26.460380 0.9442 -0.1565 -0.7894 -0.001
H 3.773120 -2.064271 25.957988 -0.7573 -0.3565 0.5112 0.000
H 4.927390 -4.101326 24.460366 0.2265 0.7840 -0.1909 0.000
H 9.061566 -5.592687 23.519512 -0.2882 -0.9806 -0.4077 0.000
H 11.299806 -5.009814 24.767018 0.0204 0.6545 0.3686 0.000
H 12.158820 -2.768840 25.668393 0.4283 -0.7001 0.7331 0.000
H 10.911406 -1.934396 26.646707 0.1862 0.3575 -0.4541 0.000
H 11.751010 -1.328035 25.049842 -0.7969 0.6336 0.7281 0.000
H 5.671888 -1.478467 21.464002 -0.1705 -0.0969 -0.1570 0.008
H 6.685409 -1.054760 18.928549 0.2939 0.1926 0.2462 -0.001
H 9.176199 -2.001771 17.854872 -0.1778 -0.0317 -0.3953 0.000
H 9.980334 -0.730231 18.800526 -0.1798 -0.4563 -0.0979 0.000
H 10.360553 -2.454354 19.075678 0.2287 -0.0176 -0.0912 0.000
H 6.974956 -4.290644 20.247172 0.4063 0.9725 -1.0972 0.000
H 5.805027 -6.793359 20.075342 0.4623 0.7938 1.0305 0.000
H 5.979418 -8.518048 23.194396 -0.2957 0.6492 -0.0795 0.000
H 4.953756 -8.360112 21.785060 0.2116 0.0616 0.1844 0.000
H 4.304072 -7.904813 23.291313 0.3122 0.6152 0.2832 0.000
C 9.190854 4.356939 24.008121 0.0683 0.0642 -0.7175 0.000
C 8.241149 3.240209 23.559131 -0.5666 -0.3603 0.3494 0.000
C 6.988298 3.159730 24.461182 -0.2765 -0.0165 -0.6404 0.007
P 7.717601 3.082528 21.778918 0.6904 0.8990 1.1481 -0.011
C 8.946478 4.049139 20.713345 -1.8579 0.4670 -1.4918 0.002
C 8.923580 5.598670 20.691941 0.1766 0.6471 -0.0946 -0.001
C 8.681993 3.463395 19.285849 1.1552 -0.7131 -0.6431 0.000
C 6.047058 3.824875 21.661562 -0.6129 2.1161 -0.0444 0.062
C 5.899228 5.240489 21.768750 0.9771 -0.6463 -0.1951 -0.023
C 4.815198 5.961627 21.221183 1.7629 0.1587 1.2728 0.031
C 4.808746 7.444286 21.206087 0.5773 1.0268 0.2698 -0.001
C 3.821866 5.229487 20.708789 -2.0321 -0.7867 -0.8741 -0.022
C 3.842647 3.846067 20.731421 -3.3874 -0.2540 -0.7612 0.065
C 4.872587 3.157984 21.247412 2.2240 0.0868 -0.1959 -0.039
N 4.796973 1.783936 21.313885 0.7567 -2.4287 2.6256 0.365
C 4.156450 0.933157 20.406706 -2.0584 -1.4252 -0.9993 -0.014
C 4.592581 0.851507 19.049301 -0.7813 -0.0806 0.5031 0.016
C 5.790034 1.657713 18.616084 -0.3553 0.7501 -0.6578 0.019
C 3.839782 0.039206 18.203016 1.3526 -0.0134 -1.5692 -0.020
C 2.861407 -0.874544 18.638532 1.3985 -0.3314 -3.0187 0.020
C 2.388916 -1.918672 17.625136 -1.4685 1.7375 0.2640 -0.002
C 2.487870 -0.835228 19.904072 -0.9164 1.8078 3.9838 -0.020
C 3.027536 0.160478 20.836220 0.9837 -1.2233 -1.7411 0.058
C 2.453375 0.226907 22.208120 -0.1945 1.0159 0.3837 0.006
H 9.354020 4.281605 25.091299 -0.4007 0.2973 -0.1555 0.000
H 8.813512 5.353960 23.678947 0.3965 -0.5704 0.6406 0.000
H 10.179387 4.151357 23.576665 -0.3589 0.5058 -0.1502 0.000
H 8.807991 2.310938 23.610673 -0.0678 -0.0044 0.1645 -0.002
H 6.550544 4.161897 24.447914 -0.5926 -0.2421 -0.2001 0.001
H 7.162176 2.989106 25.505837 0.8913 -0.2027 0.6250 0.001
H 6.277281 2.351048 24.182051 0.4060 0.9928 -0.3238 0.013
H 9.881943 3.672374 21.036922 1.0483 -0.2893 0.6452 -0.001
H 8.096028 6.038091 20.105090 0.0210 -0.5264 0.4134 0.000
H 9.802637 6.100444 20.251824 0.1051 -0.9300 -0.2709 0.000
H 8.947395 6.077765 21.670248 -0.4436 -0.2974 0.2486 0.000
H 7.665769 3.677227 18.956719 -0.0681 0.1176 0.0067 0.000
H 8.783375 2.334858 19.336432 -0.0748 1.3442 -0.1666 0.000
H 9.379786 3.840615 18.453118 -0.7899 -0.3237 1.4654 0.000
H 6.713701 5.797998 22.254115 -0.2959 -0.1675 -0.4334 0.000
H 3.875301 7.999541 21.124994 -0.4265 -0.6298 0.3578 0.001
H 5.355476 7.848813 20.372564 0.5049 -0.1623 -0.7202 0.003
H 5.371899 7.828697 22.049607 -0.1292 0.1068 0.3978 0.001
H 2.931956 5.739880 20.367639 -0.0854 -0.0640 -0.2871 0.000
H 2.905405 3.263821 20.431751 1.4564 0.9025 0.2903 -0.003
H 6.556619 1.702896 19.387654 -0.1286 -0.1795 0.1154 -0.017
H 5.472707 2.705330 18.399247 0.2054 -0.5365 0.1786 0.002
H 6.265379 1.296950 17.693056 -0.3098 -0.1457 0.2296 0.000
H 4.109220 0.023762 17.093830 -0.2105 -0.0198 1.5889 0.001
H 1.614449 -2.595817 18.005862 0.1905 0.2788 0.0355 0.000
H 3.198463 -2.489213 17.264605 1.0343 -0.7001 -0.3518 0.001
H 1.976804 -1.344341 16.767878 0.0856 -0.5642 0.3067 0.001
H 1.626665 -1.433889 20.224046 0.5188 0.0464 0.1814 0.001
H 2.194363 1.269599 22.447523 0.1500 -0.0996 0.0141 0.003
H 3.120536 -0.093385 23.003859 0.1826 -0.1831 -0.1024 -0.008
H 1.523214 -0.314923 22.279492 -0.2119 -0.3694 -0.0906 0.001
O 11.007043 2.240387 23.007650 -0.0209 -0.2404 1.6387 0.000
H 10.872610 1.373225 22.597937 0.0789 -0.2368 0.0912 0.000
H 10.849821 2.101653 23.996100 0.3645 -0.0209 -1.7824 0.000
O 7.708749 1.663797 21.342287 0.0835 -0.3269 -0.1152 0.020
O 5.163986 1.212319 22.447513 -0.3811 0.8913 -1.4419 0.490
Cl 9.083757 1.891379 29.096870 -0.2143 -0.7074 -0.8934 0.000
C 9.241074 0.359025 28.087378 1.0503 -0.4325 1.1590 0.000
C 9.285522 0.546839 26.547806 0.3786 0.7900 1.1361 0.000
O 8.362921 -0.141357 26.000179 -0.1375 -0.5353 -0.9323 0.000
O 10.116067 1.265303 26.005136 -0.0774 -0.1461 -0.1846 0.000
H 8.395763 -0.329715 28.295320 0.6045 0.6983 0.2191 0.000
H 10.219844 -0.052947 28.516963 -1.4105 0.2942 -1.0248 0.000
C 12.553716 0.152846 20.227668 0.3607 1.2789 -0.2886 0.000
C 12.191974 -0.882090 21.234958 -0.1975 -0.0785 0.6045 0.000
O 10.999008 -0.544546 21.959820 1.1149 0.9132 0.4621 0.000
H 13.571038 0.130290 19.817962 -0.1503 -0.7933 0.0408 0.000
H 12.570389 1.159197 20.689689 -0.6146 -0.4056 -0.1374 0.000
H 11.842154 0.080961 19.417451 -0.0746 0.5231 -0.3639 0.000
H 13.006697 -0.987160 21.924746 0.2731 -0.1374 0.7285 0.000
H 11.995462 -1.846056 20.812169 0.2352 -0.6667 -0.5476 0.000
H 10.273151 -1.010841 21.565664 -0.8152 -0.6502 -0.4386 0.000
```
Forces are in eV/Å.